Entry 1:
65
Properties=species:S:1:pos:R:3:forces:R:3:lowdin_charge:R:1 method="wB97M-V/def2-TZVPD" e_homo_ev=-12.11 charge=+1 e_lumo_ev=-2.49 gap_ha=0.3535
N -14.94728 -25.29469 -4.52877 -0.2 0.9 -0.5 0.30
H -14.21772 -24.66230 -4.23230 0.3 0.4 -0.1 0.09
H -15.13779 -25.99180 -3.82320 -0.1 -0.5 1.1 0.03
H -14.71038 -25.82330 -5.35615 1.0 -0.2 -0.5 0.05
H -15.82640 -24.84937 -4.75004 -0.4 0.8 0.3 0.07
C -14.07365 -22.29579 -5.85894 1.2 0.5 -0.9 -0.20
C -13.77078 -20.79027 -6.04403 1.0 0.5 0.8 -0.20
O -13.70857 -20.04392 -4.79125 -0.8 -0.9 -1.1 -0.07
O -13.27160 -22.85521 -4.79516 -1.0 0.3 0.6 -0.10
H -13.74489 -22.84270 -6.74261 -0.3 0.3 -0.5 0.12
H -15.15024 -22.44837 -5.78283 0.1 -0.3 0.9 0.11
H -14.42609 -20.26967 -6.74233 -0.5 -0.2 0.4 0.12
H -12.78627 -20.65346 -6.49139 0.2 -0.4 -0.2 0.11
H -13.14978 -20.58591 -4.22946 0.2 0.0 0.3 0.06
H -12.46684 -23.24965 -5.13923 0.0 0.2 -0.3 0.09
C -15.04706 -26.95070 -7.51180 -0.2 -0.1 -2.4 -0.21
C -16.26901 -26.06938 -7.40159 -1.1 0.0 1.6 -0.21
O -17.02784 -26.55294 -6.31194 -0.2 -0.8 0.8 -0.09
O -14.04234 -26.59897 -6.60733 0.6 0.9 0.4 -0.08
H -14.76332 -26.75557 -8.54597 0.7 -0.3 -0.2 0.13
H -15.17148 -28.02619 -7.38561 -1.0 0.1 -0.2 0.14
H -16.98804 -25.97690 -8.21555 0.8 -0.7 -0.9 0.13
H -16.03481 -25.02642 -7.18830 0.8 0.2 -0.1 0.11
H -17.39869 -25.82856 -5.80267 -0.3 0.3 0.0 0.02
H -13.19009 -26.98849 -6.81602 -0.1 -0.2 -0.1 0.12
C -16.78783 -28.96276 -2.36641 0.1 -2.1 -0.5 -0.22
C -16.04746 -28.26140 -3.47261 -2.3 0.0 -0.7 -0.21
O -15.64017 -27.06440 -2.90173 1.6 0.4 1.4 -0.09
O -17.81134 -28.11113 -1.85446 0.6 0.1 -0.1 -0.05
H -16.08193 -29.29070 -1.60335 0.1 0.4 0.4 0.13
H -17.21760 -29.89676 -2.72837 -0.2 0.0 -0.2 0.13
H -16.79252 -27.89527 -4.17897 -0.2 -0.9 -0.7 0.11
H -15.30173 -28.84233 -4.01530 0.3 0.1 0.5 0.14
H -16.25031 -27.02230 -2.16175 -0.1 0.9 0.6 0.08
H -18.01038 -28.45417 -0.98021 -0.3 0.2 0.2 0.11
C -14.87128 -24.00219 -0.83566 -1.3 1.7 -0.5 -0.20
C -15.37502 -22.73687 -1.64915 0.3 -2.6 0.7 -0.25
O -15.62962 -21.67988 -0.80524 0.1 1.1 0.3 -0.03
O -13.48923 -24.16410 -0.89068 0.7 -0.8 -0.6 -0.06
H -15.42330 -24.83954 -1.26252 0.7 -0.5 -0.1 0.09
H -15.19294 -23.94970 0.20447 -0.2 0.3 0.1 0.13
H -16.31886 -23.00652 -2.12301 -0.1 -0.3 -0.5 0.10
H -14.61579 -22.50599 -2.39639 0.1 0.0 -0.3 0.11
H -15.86399 -21.00136 -1.44264 -0.2 0.8 0.5 0.10
H -13.02355 -23.34101 -0.72558 -0.2 0.2 0.2 0.11
C -19.40849 -25.63469 -3.81920 0.5 -1.0 -0.6 -0.29
C -18.38924 -24.53264 -3.63629 -0.8 -0.1 0.2 -0.14
O -17.57335 -24.27623 -4.84111 0.1 -0.9 1.3 -0.11
O -20.52512 -25.13112 -4.41005 -2.1 1.0 -1.1 -0.03
H -19.74065 -26.22428 -2.96470 0.8 0.5 1.0 0.13
H -19.05075 -26.41698 -4.48863 1.0 -0.2 -0.1 0.12
H -17.88443 -24.89746 -2.74176 1.5 0.4 -0.5 0.11
H -18.85362 -23.59577 -3.32854 -0.2 -0.1 -0.2 0.13
H -17.90048 -23.59604 -5.43434 -0.7 0.2 0.4 0.12
H -21.08830 -25.89288 -4.56550 -0.5 0.3 -0.3 0.10
C -11.63456 -27.33371 -3.16935 1.4 1.1 0.8 -0.21
C -10.91559 -26.82058 -1.89273 -1.4 -0.4 0.3 -0.21
O -11.84815 -26.60913 -0.81254 1.1 -1.0 -0.5 -0.07
O -12.28056 -26.22162 -3.75576 -0.6 0.6 -1.0 -0.09
H -12.41088 -28.09208 -3.06782 0.5 -0.2 0.5 0.12
H -10.80123 -27.64143 -3.80100 -0.2 -0.6 -0.4 0.11
H -10.41874 -25.86097 -2.03560 0.0 0.2 -0.8 0.12
H -10.08271 -27.49683 -1.70012 -0.4 -0.4 0.9 0.12
H -12.38852 -25.86264 -1.08155 -0.3 0.4 0.1 0.03
H -11.57408 -25.73280 -4.18418 -0.1 0.3 0.0 0.08

---

Entry 2:
86
Properties=species:S:1:pos:R:3:forces:R:3:lowdin_charge:R:1 method="wB97M-V/def2-TZVPD" e_homo_ev=-11.06 e_lumo_ev=0.19 smiles="O=C1OC[C@@H](F)O1.O=C1OC[C@@H](F)O1.C[C@H]1COC(=O)O1.C[C@H]1COC(=O)O1.O=C1OCCO1.O=C1OCCO1.O=C1OCCO1.O=C1OCCO1" gap_ha=0.4135
O -6.18578 -16.74340 -6.21835 0.1 0.1 -0.1 0.20
C -6.60498 -16.24053 -5.23670 -0.3 -0.3 0.1 -0.54
O -7.80646 -16.53106 -4.67902 0.1 -0.1 0.1 0.06
C -7.95430 -15.84745 -3.43618 -0.1 0.6 -0.6 -0.05
C -6.71878 -14.94478 -3.37222 0.0 -0.1 0.0 -0.29
F -5.98549 -15.18839 -2.24291 0.1 -0.2 0.0 0.05
O -5.97712 -15.28269 -4.50912 0.2 0.1 0.2 0.15
H -8.84499 -15.22161 -3.47660 -0.2 -0.3 0.1 0.13
H -8.01554 -16.57897 -2.63630 0.1 0.2 0.2 0.11
H -6.91249 -13.87437 -3.39966 -0.1 0.0 0.1 0.17
O -8.01196 -19.40345 1.34725 -0.2 0.2 0.3 0.17
C -7.91941 -19.60805 0.18464 0.0 -0.1 -0.6 -0.58
O -7.78772 -20.79682 -0.39645 0.7 -0.3 0.3 0.08
C -7.29476 -20.63233 -1.74297 -0.6 -0.4 0.3 -0.01
C -7.74365 -19.21316 -2.04605 0.6 -0.3 -0.2 -0.29
F -8.93633 -19.21194 -2.69896 -0.2 0.2 0.1 0.07
O -7.91510 -18.62880 -0.77904 0.1 0.1 0.1 0.10
H -6.21630 -20.76501 -1.79032 0.0 0.2 0.2 0.13
H -7.78516 -21.41458 -2.31341 -0.1 0.3 -0.4 0.12
H -7.02641 -18.62597 -2.61618 -0.1 0.0 -0.1 0.17
C -8.81308 -14.32042 -0.35378 0.5 0.8 0.1 -0.02
C -9.46062 -14.71557 0.95204 0.9 -0.5 -0.1 -0.28
C -9.24715 -16.20143 1.32082 -0.5 0.3 -0.5 -0.10
O -8.37828 -16.19768 2.44156 0.0 0.2 -0.1 0.08
C -8.13788 -14.92012 2.82186 0.1 -0.2 0.1 -0.57
O -7.44339 -14.61650 3.73405 0.1 0.1 0.1 0.17
O -8.78054 -14.04753 2.02871 -0.5 0.3 -0.1 0.09
H -9.41630 -14.70606 -1.17528 0.2 0.0 -0.1 0.08
H -7.75264 -14.58555 -0.41650 -0.2 -0.7 0.0 0.09
H -8.72718 -13.22956 -0.41465 -0.6 0.0 -0.1 0.10
H -10.51787 -14.46480 0.89969 0.0 0.2 0.5 0.15
H -8.78689 -16.71885 0.48218 0.0 -0.2 0.2 0.11
H -10.19519 -16.66619 1.58236 0.1 -0.2 0.1 0.12
C -11.50382 -19.17854 0.53741 -0.9 -0.6 0.6 0.00
C -11.58897 -18.83000 -0.91886 0.3 0.9 0.6 -0.29
C -12.83743 -19.10284 -1.71744 -0.3 -0.2 0.1 -0.07
O -12.78104 -18.06338 -2.71165 0.1 -0.1 -0.1 0.05
C -12.05094 -17.03560 -2.21312 0.1 -0.2 0.1 -0.57
O -11.86358 -16.00327 -2.77362 -0.1 0.1 0.0 0.15
O -11.54877 -17.37018 -1.00559 0.1 0.1 -0.4 0.06
H -10.66594 -18.70316 1.03825 0.3 -0.2 -0.3 0.06
H -11.47028 -20.25967 0.69258 0.4 0.0 -0.2 0.10
H -12.38918 -18.87287 1.10515 -0.1 0.2 -0.3 0.10
H -10.69186 -19.14322 -1.44785 -0.2 -0.4 -0.1 0.13
H -13.77298 -18.97955 -1.16621 0.2 0.1 0.3 0.14
H -12.86758 -20.09555 -2.16237 0.2 0.2 -0.3 0.14
O -8.42868 -21.86474 -5.35240 0.1 0.0 0.0 0.16
C -9.16956 -21.01198 -5.72533 -0.3 0.0 -0.4 -0.56
O -10.06946 -21.14984 -6.73178 -0.1 -0.1 0.4 0.07
C -10.77947 -19.91758 -6.88660 0.2 0.5 -0.9 -0.11
C -10.42827 -19.14565 -5.62096 -1.2 0.3 -0.4 -0.12
O -9.23067 -19.76824 -5.21732 0.3 0.0 0.5 0.04
H -10.41406 -19.42881 -7.79561 0.2 0.0 0.2 0.13
H -11.84144 -20.07532 -7.06264 0.0 -0.3 0.4 0.13
H -11.23927 -19.22716 -4.88672 0.4 -0.4 0.3 0.12
H -10.32262 -18.07283 -5.77003 0.5 -0.1 -0.2 0.14
O -3.97253 -23.69460 4.77266 0.1 -0.2 0.0 0.17
C -4.80792 -23.31551 4.02301 0.0 0.6 0.3 -0.57
O -5.41660 -22.10332 4.13464 -0.1 -0.2 0.0 0.06
C -6.42197 -21.96957 3.14400 -0.1 -0.2 -1.0 -0.11
C -6.20071 -23.18851 2.22858 -0.7 -0.2 0.2 -0.11
O -5.27840 -23.99038 2.96383 0.2 -0.1 -0.4 0.07
H -7.42943 -21.99396 3.55455 0.1 0.1 0.4 0.13
H -6.28264 -21.04117 2.59550 0.0 0.1 0.2 0.11
H -5.84861 -22.96008 1.22319 0.4 0.1 0.2 0.12
H -7.11343 -23.77168 2.10757 0.0 0.0 0.0 0.13
O -9.64567 -23.18729 -1.39732 -0.1 0.1 0.0 0.16
C -8.83546 -23.98630 -1.73709 0.1 -0.2 0.2 -0.58
O -7.49975 -23.85937 -1.52288 0.2 0.4 -0.3 0.02
C -6.82528 -24.73945 -2.43543 -1.1 -0.8 0.1 -0.09
C -7.86987 -25.85786 -2.56603 0.4 0.0 -0.1 -0.11
O -9.09718 -25.15614 -2.35108 0.0 0.1 0.0 0.07
H -6.72839 -24.25632 -3.40659 0.5 0.2 0.1 0.14
H -5.91542 -25.10272 -1.97516 0.3 0.3 -0.2 0.13
H -7.73537 -26.63884 -1.81629 -0.2 0.1 0.1 0.13
H -7.89365 -26.31107 -3.55361 0.0 0.0 0.0 0.13
O -3.38619 -18.19912 -2.86547 0.3 -0.1 0.0 0.18
C -3.63972 -18.31447 -1.71505 -0.6 0.2 -0.1 -0.56
O -4.31420 -19.37834 -1.19082 -0.2 -0.2 0.0 0.03
C -4.42815 -19.19549 0.21761 0.6 0.7 0.6 -0.10
C -4.23488 -17.68355 0.36509 -0.4 -0.5 0.3 -0.10
O -3.40274 -17.39687 -0.75557 0.1 0.2 0.0 0.07
H -5.37186 -19.54824 0.62164 -0.1 -0.1 -0.2 0.11
H -3.58836 -19.68143 0.71965 -0.2 -0.3 -0.1 0.14
H -3.75166 -17.43323 1.30478 0.2 0.1 -0.1 0.14
H -5.17472 -17.13026 0.30375 0.0 0.0 -0.2 0.13

---

Entry 3:
18
Properties=species:S:1:pos:R:3:forces:R:3:lowdin_charge:R:1 method="wB97M-V/def2-TZVPD" e_homo_ev="-12.31 / -12.31" charge=+1 e_lumo_ev="-3.45 / -3.45" gap_ha="0.3258 / 0.3257"
C 2.43060 -0.48203 0.87775 1.3 -1.3 0.5 -0.38
C 2.07594 -1.28177 -0.40987 -0.1 -1.3 0.5 -0.01
C -3.00271 0.07961 0.96648 2.1 1.7 0.5 0.09
C 1.37829 0.87795 -0.56239 -0.4 1.3 0.1 -0.15
N 1.87318 0.77613 0.66273 1.0 1.7 1.9 0.16
N -1.85385 0.66232 0.66781 -0.3 -1.1 0.5 -0.13
N -0.73826 0.32099 -0.01981 -0.9 2.3 1.0 0.00
N 1.55053 -0.20832 -1.21954 1.0 -1.0 -0.3 0.06
O 3.14144 -0.79771 1.80000 -1.3 0.4 -1.1 0.15
H 2.96676 -1.86429 -0.79194 -1.0 1.0 0.2 0.17
H 1.22803 -2.01032 -0.27275 1.0 0.5 0.4 0.15
H -3.68974 0.49743 1.68974 0.3 0.6 -0.3 0.09
H -3.10748 -0.92459 0.78019 -0.3 -2.1 -1.1 0.06
H 2.06091 1.54334 1.34343 -0.5 -0.9 -1.0 0.21
H -0.63696 -0.58765 -0.40807 -1.4 -1.2 -0.1 0.04
H 1.07073 1.75698 -1.10785 0.0 0.3 0.6 0.17
H -1.69780 1.54598 1.16667 -0.2 -0.2 -0.7 0.17
H 1.31733 -0.23121 -2.16420 -0.4 -0.5 -1.7 0.15

---

Entry 4:
7
Properties=species:S:1:pos:R:3:forces:R:3:lowdin_charge:R:1 method="wB97M-V/def2-TZVPD" e_homo_ev=-10.09 e_lumo_ev=0.87 smiles=C#[N+][O-].O gap_ha=0.4028
C -0.93948 1.38583 0.07441 -0.1 -0.7 -0.1 0.15
N -1.27845 0.29177 -0.05896 0.0 1.8 0.3 -0.25
O -1.75047 -0.77680 -0.22063 -0.4 -1.6 -0.3 0.04
H -0.41209 2.25584 0.30241 0.4 0.7 0.2 0.07
O 1.38525 -0.79470 0.24328 0.1 0.1 0.0 -0.06
H 2.09825 -1.43956 0.23667 -0.1 0.0 -0.1 0.04
H 0.89700 -0.92239 -0.57718 0.1 -0.2 0.1 0.02

---

| no. | E (eV) |
| --- | --- |
| 1 | -39142.760 |
| 2 | -82089.709 |
| 3 | -12292.509 |
| 4 | -6667.532 |